29
Properties=species:S:1:pos:R:3:forces:R:3 method="wB97M-V/def2-TZVPD" homo_lumo_gap_ev=4.3 e_tot_ha=-1591.31303 de_lowest_ev=0.580 charge=-1
Cl 5.085767 -2.705577 -0.102707 1.1224 -0.1786 0.0233
C 3.385596 -2.519245 -0.107300 -1.6093 0.1791 0.0011
C 2.547403 -3.655588 -0.122669 0.5485 0.7711 -0.0005
C 1.177777 -3.511757 -0.153322 -0.8021 1.0534 0.0401
C 0.547621 -2.190459 -0.163145 2.0418 0.0258 0.0655
O -0.695937 -2.007333 -0.213033 -1.0963 0.0159 -0.0998
C 1.469206 -1.062518 -0.115300 -0.7952 -0.8080 -0.0593
C 2.833033 -1.224281 -0.099428 0.3622 -0.7814 0.0122
H 3.002236 -4.645278 -0.107173 -0.0774 0.1775 -0.0336
H 0.512553 -4.374406 -0.167829 0.1749 0.1381 -0.0021
H 1.027242 -0.068877 -0.103651 0.0775 -0.0491 -0.0106
H 3.482643 -0.351219 -0.080407 -0.0092 -0.2029 0.0004
O -0.083411 4.667155 -1.088760 -0.6422 -1.4032 1.8253
N -0.339824 4.096987 -0.009979 0.7950 1.8862 0.5076
O -0.101884 4.616353 1.101848 -0.4595 -0.8778 -1.6170
C -0.923439 2.768064 -0.004281 -0.0379 -1.0775 0.3432
C -1.209109 2.089264 1.176388 0.3355 0.6861 -0.9304
C -1.721138 0.761448 1.135950 -0.3442 -0.1524 -2.1506
N -2.145635 0.163688 2.379728 -0.9146 -0.9571 1.9181
O -2.031303 0.862844 3.412885 -0.0704 -1.1074 -1.6057
O -2.634687 -0.981983 2.383630 0.9817 2.1795 -0.3038
C -1.952647 0.079809 -0.079574 0.0901 -0.9451 1.8680
C -1.645814 0.739427 -1.287494 -0.0524 0.9631 -2.4275
N -1.913564 0.393135 -2.582769 0.4091 2.6799 1.4653
O -1.685093 1.612656 -3.286332 0.3710 -1.4022 1.6872
N -1.232654 2.638944 -2.492919 -0.2757 -2.1547 1.1570
C -1.180435 2.093858 -1.254100 -0.3969 1.2543 -1.5843
H -1.092477 2.579966 2.139503 0.1210 -0.1156 -0.2910
H -2.482014 -0.865085 -0.107759 0.1526 0.2032 0.2019

19
Properties=species:S:1:pos:R:3:forces:R:3 method="wB97M-V/def2-TZVPD" homo_lumo_gap_ev=11.1 e_tot_ha=-360.77365 de_lowest_ev=1.662 charge=+1
C 0.544190 3.214772 -0.815851 -1.5468 -0.1324 -0.0552
O -0.542729 2.253668 -0.622020 0.1284 0.3548 -0.1843
H -1.315343 2.610961 -1.078492 0.1948 -0.1326 0.1852
H 1.394373 2.673821 -1.213851 0.2673 0.1673 0.2045
H 0.182221 3.945066 -1.533815 0.4064 0.1184 -0.2274
H 0.694544 3.757208 0.117746 0.4655 -0.2502 -0.0038
C -0.925063 -1.833710 -1.285723 0.8610 -0.1112 0.5235
C 0.233011 -1.076573 0.737505 -1.0529 -0.1035 1.1288
N -0.226179 0.111484 1.061254 0.9628 0.3659 -0.1591
N -0.609782 -1.980263 0.173038 0.5011 -0.2620 -1.0118
N 1.424489 -1.476846 1.160888 1.3569 -0.6786 -0.1871
H -1.121007 0.456873 0.758959 -0.1407 -0.1512 -0.0632
H 0.462791 0.825473 1.252948 -0.2675 0.1338 -0.0056
H -0.307727 -2.924216 0.381979 -0.0271 0.0382 -0.0387
H 1.960950 -2.144410 0.620539 -0.5503 -0.2039 0.0113
H 2.016276 -1.049983 1.855066 -0.4712 0.6441 0.1294
H -1.294403 -2.796342 -1.605478 -0.7482 0.0934 -0.0848
H 0.007768 -1.719100 -1.844691 -0.0727 0.3171 -0.0160
H -1.573446 -0.983124 -1.453970 -0.2668 -0.2073 -0.1456

15
Properties=species:S:1:pos:R:3:forces:R:3 method="wB97M-V/def2-TZVPD" homo_lumo_gap_ev=10.0 e_tot_ha=-382.78261 de_lowest_ev=4.958 charge=0
C -0.280519 0.883467 -0.690467 -0.2639 0.0870 -0.0270
C -0.611911 0.223211 0.632894 0.4033 -0.0100 -0.1018
O -2.002320 0.256002 0.892458 -0.1375 -0.0549 0.2066
C -0.087830 -1.227898 0.531097 -0.1674 -0.0355 0.1753
O 0.819772 -1.319141 -0.572219 0.0691 0.0140 -0.0890
C 1.371017 -0.139673 -0.925529 -0.0275 -0.1393 -0.2498
O 2.169822 0.539014 -0.137923 0.1060 -0.0728 0.0023
H -0.842948 0.478253 -1.534140 0.1005 0.0570 0.1064
H 1.076855 1.140783 -0.501456 -0.0714 0.1315 0.0828
H -0.432443 1.972010 -0.663894 0.0875 -0.1044 0.0164
H -0.064866 0.753189 1.425075 -0.1409 -0.0783 -0.0917
H -2.135988 0.052258 1.826619 -0.0747 0.0438 -0.1640
H -0.926143 -1.881754 0.274649 0.1194 0.0494 0.0961
H 0.387655 -1.580968 1.451260 -0.0088 0.1056 -0.1227
H 1.559850 -0.148760 -2.008430 0.0064 0.0069 0.1600